Entry from the OMol25 dataset: a structure of composition C54H48F3N3O6ReS4Si (wB97M-V/def2-TZVPD).

Relative energy (zero: lowest compared OMol25 entry of this formula, charge and spin)   1636.6 kJ/mol
2S+1   4
Kohn-Sham gap (spin up / spin down)   0.18370 / 0.18845 Eh
Lowest unoccupied orbital energy (spin up / spin down)   -0.969 / -2.622 eV
Expectation value of S²   3.776
Total charge   0

Each line ends with the Löwdin spin population.
Cartesian coordinates (Å):
1 Re 0.000 0.000 0.000  1.069
2 C 6.051 2.329 -1.734  0.000
3 Si 5.124 2.045 -0.094  -0.002
4 C 5.734 0.429 0.612  0.001
5 C 5.667 3.423 1.104  0.000
6 C 3.252 2.296 -0.445  -0.011
7 C 2.909 3.564 -0.980  0.023
8 C 1.592 3.891 -1.285  -0.008
9 C 0.627 2.940 -1.049  0.047
10 N 0.889 1.724 -0.544  0.021
11 C 2.185 1.405 -0.246  0.032
12 S 2.395 -0.194 0.399  0.036
13 H 7.129 2.235 -1.574  0.000
14 H 5.844 3.328 -2.127  0.000
15 H 5.741 1.586 -2.474  0.000
16 H 6.820 0.465 0.745  0.000
17 H 5.519 -0.411 -0.056  0.000
18 H 5.295 0.226 1.593  0.000
19 H 6.740 3.345 1.302  0.000
20 H 5.128 3.331 2.051  0.000
21 H 5.464 4.409 0.676  0.000
22 H 3.672 4.316 -1.167  0.001
23 H 1.333 4.859 -1.693  0.000
24 H -0.419 3.128 -1.263  0.007
25 C -3.666 3.983 -6.479  -0.001
26 C -3.009 3.159 -5.411  -0.004
27 C -2.732 3.696 -4.146  0.002
28 C -2.115 2.918 -3.158  0.006
29 C -1.753 1.599 -3.438  0.129
30 C -2.028 1.064 -4.705  0.017
31 C -2.643 1.839 -5.687  0.008
32 S -0.996 0.534 -2.152  0.232
33 O -1.546 -0.799 -2.552  0.026
34 C 0.683 0.720 -2.866  0.013
35 C 1.274 1.978 -2.646  0.036
36 C 2.570 2.256 -3.060  0.018
37 C 3.348 1.269 -3.657  0.004
38 C 4.668 1.573 -4.029  0.002
39 C 5.498 0.607 -4.590  0.002
40 C 5.016 -0.679 -4.773  0.003
41 C 3.702 -0.988 -4.412  0.002
42 C 2.809 -0.028 -3.865  0.003
43 C 1.431 -0.303 -3.506  0.008
44 C 0.883 -1.674 -3.796  0.000
45 C 0.708 -2.115 -5.150  0.000
46 C 0.777 -1.254 -6.274  0.000
47 C 0.635 -1.727 -7.581  0.000
48 C 0.420 -3.079 -7.806  0.000
49 C 0.341 -3.954 -6.726  0.000
50 C 0.477 -3.492 -5.407  0.000
51 C 0.413 -4.399 -4.345  0.001
52 C 0.510 -3.962 -3.027  0.000
53 C 0.676 -2.603 -2.743  0.006
54 S 0.615 -1.983 -1.046  0.022
55 O 1.885 -2.472 -0.407  -0.002
56 C -0.702 -3.025 -0.333  0.008
57 C -1.895 -3.323 -1.002  0.003
58 C -2.921 -4.029 -0.367  0.002
59 C -2.778 -4.451 0.957  0.001
60 C -3.911 -5.144 1.654  0.000
61 C -1.595 -4.148 1.638  0.001
62 C -0.568 -3.446 0.997  0.001
63 H -4.117 4.890 -6.064  0.000
64 H -4.466 3.411 -6.963  0.000
65 H -2.929 4.274 -7.235  0.000
66 H -3.009 4.722 -3.917  0.001
67 H -1.935 3.347 -2.177  0.002
68 H -1.779 0.028 -4.930  0.001
69 H -2.846 1.399 -6.660  0.001
70 H 0.724 2.768 -2.137  0.014
71 H 2.976 3.250 -2.880  0.003
72 H 5.070 2.572 -3.874  0.000
73 H 6.518 0.855 -4.867  0.000
74 H 5.658 -1.450 -5.192  0.000
75 H 3.384 -2.018 -4.560  0.000
76 H 0.943 -0.186 -6.140  0.000
77 H 0.699 -1.036 -8.417  0.000
78 H 0.315 -3.454 -8.821  0.000
79 H 0.174 -5.011 -6.923  0.000
80 H 0.266 -5.461 -4.531  0.000
81 H 0.437 -4.691 -2.224  0.000
82 H -2.060 -3.001 -2.027  0.000
83 H -3.839 -4.230 -0.914  0.000
84 H -4.457 -5.791 0.960  0.000
85 H -4.603 -4.404 2.067  0.000
86 H -3.544 -5.776 2.470  0.000
87 H -1.467 -4.443 2.677  0.000
88 H 0.338 -3.211 1.554  0.000
89 N -1.049 1.404 1.006  0.031
90 C -2.444 1.215 1.081  0.030
91 C -2.968 -0.076 0.980  0.304
92 C -4.339 -0.296 1.134  0.077
93 C -5.176 0.779 1.444  0.021
94 C -4.658 2.066 1.595  0.014
95 C -3.287 2.278 1.430  0.008
96 S -6.958 0.498 1.612  0.005
97 O -7.225 -0.511 0.590  0.000
98 O -7.528 1.816 1.342  0.009
99 O -7.058 0.041 2.994  0.003
100 H -0.848 2.352 0.654  0.005
101 H -0.658 1.557 1.947  0.002
102 H -2.314 -0.912 0.751  0.122
103 H -4.762 -1.291 1.019  0.004
104 H -5.322 2.889 1.845  0.001
105 H -2.895 3.280 1.568  0.001
106 F 0.262 -1.326 6.823  0.000
107 C 0.359 -2.306 5.882  0.001
108 F -0.609 -3.214 6.187  0.000
109 F 1.545 -2.932 6.115  0.001
110 C 0.259 -1.768 4.480  0.007
111 C 1.187 -0.825 4.022  0.001
112 C 1.066 -0.350 2.727  0.013
113 N 0.099 -0.746 1.874  0.039
114 C -0.787 -1.656 2.331  0.016
115 C -0.750 -2.189 3.608  0.002
116 H 1.989 -0.467 4.662  0.000
117 H 1.764 0.382 2.330  0.004
118 H -1.552 -1.954 1.619  0.004
119 H -1.495 -2.919 3.913  0.000
120 O -1.496 -0.817 0.115  0.485



Entry from the OMol25 dataset: a structure of composition C54H49CdN12O2PS (wB97M-V/def2-TZVPD).

Relative energy (zero: lowest compared OMol25 entry of this formula, charge and spin)   21.8 kJ/mol
2S+1   1
Kohn-Sham gap   0.26747 Eh
Lowest unoccupied orbital energy   0.081 eV
Total charge   0

Each line ends with the Mulliken charge.
Cartesian coordinates (Å):
1 Cd -0.086 0.214 -0.117  1.677
2 O -0.604 -0.633 1.927  -0.004
3 N -0.315 -0.004 3.058  0.096
4 C -0.388 -0.734 4.195  -0.397
5 C -0.110 -0.194 5.417  -1.300
6 C 0.280 1.148 5.473  -0.378
7 C 0.361 1.872 4.315  -1.260
8 C 0.040 1.318 3.057  0.241
9 S 0.092 2.205 1.611  -0.322
10 H -0.687 -1.760 4.043  0.550
11 H -0.194 -0.807 6.302  0.484
12 H 0.517 1.610 6.421  0.456
13 H 0.671 2.904 4.317  0.685
14 C 7.029 1.943 0.862  -0.504
15 C 6.716 0.717 1.426  -0.694
16 C 5.485 0.121 1.176  -0.035
17 C 4.553 0.748 0.356  0.042
18 C 4.874 1.990 -0.198  -0.501
19 C 6.102 2.579 0.045  -0.691
20 P 2.873 0.107 -0.015  0.406
21 C 2.949 -1.521 0.819  0.917
22 C 3.210 -2.735 0.196  -0.526
23 C 3.369 -3.890 0.952  -0.676
24 C 3.279 -3.841 2.336  -0.664
25 C 2.977 -2.640 2.964  -0.734
26 C 2.795 -1.493 2.207  -0.466
27 C 3.025 -0.264 -1.803  0.553
28 C 4.241 -0.626 -2.324  0.054
29 C 4.425 -0.816 -3.708  -1.055
30 C 3.381 -0.605 -4.557  -0.860
31 C 2.109 -0.219 -4.067  0.930
32 C 1.048 0.021 -4.975  -0.940
33 C -0.176 0.398 -4.514  -0.985
34 C -0.395 0.509 -3.123  0.580
35 C 0.583 0.269 -2.186  -1.825
36 C 1.891 -0.068 -2.668  1.379
37 H 7.989 2.404 1.059  0.374
38 H 7.433 0.213 2.062  0.417
39 H 5.263 -0.842 1.616  0.315
40 H 4.152 2.494 -0.832  0.390
41 H 6.334 3.540 -0.396  0.410
42 H 3.304 -2.777 -0.882  0.356
43 H 3.583 -4.829 0.455  0.355
44 H 3.442 -4.736 2.924  0.426
45 H 2.886 -2.596 4.043  0.462
46 H 2.566 -0.552 2.698  0.611
47 H 5.090 -0.757 -1.663  0.542
48 H 5.396 -1.105 -4.087  0.414
49 H 3.508 -0.723 -5.627  0.389
50 H 1.235 -0.096 -6.037  0.360
51 H -0.986 0.595 -5.207  0.463
52 H -1.395 0.771 -2.793  0.102
53 C -5.410 -1.154 1.296  -1.302
54 N -4.469 -0.494 0.419  1.124
55 C -3.139 -0.549 0.499  -1.178
56 N -2.602 0.314 -0.338  0.129
57 C -3.686 0.853 -0.962  -0.538
58 N -4.843 0.417 -0.509  -1.089
59 C -5.537 -0.500 2.666  0.795
60 C -6.376 -1.093 3.603  -0.847
61 C -6.431 -0.619 4.904  -0.627
62 C -5.642 0.448 5.292  -0.951
63 C -4.819 1.064 4.356  -0.047
64 C -4.777 0.602 3.041  -0.076
65 C -3.959 2.166 4.788  0.483
66 N -3.693 2.542 5.990  -0.520
67 N -2.808 3.607 5.881  -0.588
68 C -2.615 3.789 4.621  0.300
69 O -3.312 2.910 3.860  -0.138
70 C -1.799 4.814 3.973  0.351
71 C -0.818 5.470 4.714  -1.093
72 C -0.060 6.457 4.113  -0.804
73 C -0.296 6.808 2.789  -0.877
74 C -1.291 6.176 2.057  1.291
75 C -1.605 6.648 0.658  -1.467
76 N -1.595 5.601 -0.345  0.904
77 C -2.556 4.729 -0.680  -0.052
78 N -2.142 3.930 -1.641  -0.418
79 C -0.875 4.370 -1.861  -0.373
80 N -0.501 5.377 -1.103  -0.939
81 C -2.028 5.162 2.651  0.459
82 H -5.043 -2.174 1.430  0.372
83 H -6.371 -1.203 0.788  0.434
84 H -2.601 -1.171 1.197  0.469
85 H -3.612 1.615 -1.722  0.593
86 H -6.977 -1.949 3.317  0.457
87 H -7.078 -1.100 5.626  0.395
88 H -5.652 0.816 6.309  0.532
89 H -4.106 1.077 2.338  0.901
90 H -0.663 5.191 5.748  0.522
91 H 0.718 6.958 4.674  0.409
92 H 0.295 7.588 2.324  0.387
93 H -0.874 7.387 0.342  0.375
94 H -2.590 7.119 0.636  0.346
95 H -3.532 4.722 -0.220  0.472
96 H -0.220 3.936 -2.598  0.495
97 H -2.796 4.640 2.094  0.424
98 C -0.019 -5.765 2.019  -0.766
99 C -0.354 -4.407 2.600  -0.767
100 N -0.200 -3.385 1.590  1.543
101 C -0.456 -3.550 0.261  -0.708
102 N -0.568 -2.492 -0.482  0.264
103 C -0.838 -2.720 -1.899  -0.196
104 C -0.187 -3.991 -2.414  -0.790
105 C -0.725 -5.141 -1.595  -0.702
106 N -0.532 -4.855 -0.185  0.347
107 C -0.800 -5.946 0.734  -0.781
108 H -0.260 -6.557 2.729  0.438
109 H 1.048 -5.810 1.794  0.158
110 H 0.320 -4.172 3.427  0.403
111 H -1.377 -4.425 3.005  0.406
112 H -0.259 -2.414 1.883  -0.822
113 H -0.482 -1.861 -2.458  -0.360
114 H -1.923 -2.777 -2.071  0.217
115 H 0.897 -3.917 -2.287  0.180
116 H -0.400 -4.145 -3.472  0.426
117 H -0.213 -6.080 -1.821  0.446
118 H -1.791 -5.288 -1.821  0.279
119 H -0.510 -6.873 0.235  0.431
120 H -1.876 -6.022 0.952  0.243



Question: Which of these has the lowest 2S+1?
Answer: C54H49CdN12O2PS